Record 1
Molecular formula: C18H20ClIN4O4PbS
Method: DFT, the ωB97M-V functional and the def2-TZVPD basis

Its spin multiplicity is 1. As for the orbital gap: 2.66 eV. The charge is +2. Its LUMO energy is -9.51 eV. The largest force on an atom is 0.9 eV/Å.

Geometry as XYZ:
```
50
Properties=species:S:1:pos:R:3:lowdin_charge:R:1
Pb -1.0114 0.3034 -1.2891 1.513
C 4.3244 0.7261 -1.9417 -0.004
N 3.4029 1.8506 -1.8121 -0.122
C 3.9555 3.1807 -2.0871 -0.010
C 2.1475 1.6648 -1.4217 -0.421
O 1.6387 0.5541 -1.2002 -0.109
C 1.2644 2.9039 -1.2824 -0.093
O 0.0460 2.5708 -0.6425 -0.244
C -0.0321 2.8578 0.7416 -0.087
C -0.5320 1.6593 1.5341 -0.393
O -0.7344 0.5543 0.9836 -0.140
N -0.7606 1.8542 2.8204 -0.107
C -1.3479 0.8000 3.6472 0.006
C -0.5699 3.1526 3.4729 -0.002
H 5.1726 0.8694 -1.2725 0.105
H 3.8118 -0.1934 -1.6846 0.078
H 4.6893 0.6635 -2.9662 0.104
H 4.8128 3.0632 -2.7438 0.102
H 3.2354 3.8157 -2.5970 0.094
H 4.2917 3.6731 -1.1730 0.107
H 1.7763 3.7103 -0.7580 0.137
H 1.0112 3.2675 -2.2808 0.155
H 0.9469 3.1480 1.1300 0.144
H -0.7220 3.6902 0.8919 0.155
H -1.4590 -0.1045 3.0623 0.084
H -0.7022 0.6083 4.5030 0.103
H -2.3247 1.1243 4.0053 0.110
H 0.3317 3.6501 3.1264 0.093
H -1.4297 3.8042 3.3104 0.114
H -0.4646 2.9831 4.5405 0.103
Cl -1.9226 -7.1675 -0.4442 0.966
C -2.1961 -5.5257 -0.5084 -0.511
C -3.5350 -5.0983 -0.5601 -0.145
C -3.8317 -3.7700 -0.6502 -0.595
I -5.7391 -3.0906 -0.6820 1.268
C -2.7250 -2.7459 -0.7464 -0.333
O -2.9740 -1.5888 -0.9300 0.015
C -1.3142 -3.2497 -0.6181 -0.138
N -0.3581 -2.3404 -0.6350 0.078
C 0.9118 -2.7396 -0.5142 -0.036
C 1.2628 -4.0797 -0.3786 0.024
C 0.2651 -5.0316 -0.3770 0.032
C -1.0653 -4.6171 -0.5000 -0.150
H -4.3241 -5.8376 -0.5275 0.118
H 1.6566 -1.9500 -0.5332 0.119
H 2.3012 -4.3634 -0.2803 0.133
H 0.5034 -6.0825 -0.2798 0.116
S -5.1209 3.0003 -0.1318 0.596
C -3.7792 2.2272 -0.5205 -0.993
N -2.7844 1.6448 -0.8000 -0.139
```

***

Record 2
Molecular formula: C18H20CrF3N2OS3
Method: DFT, the ωB97M-V functional and the def2-TZVPD basis

Its spin multiplicity is 5. As for the orbital gap (alpha / beta): 5.47 / 5.50 eV. The charge is -1. Its LUMO energy (alpha / beta) is 2.69 / 2.67 eV. The largest force on an atom is 0.5 eV/Å.

Geometry as XYZ:
```
48
Properties=species:S:1:pos:R:3:lowdin_charge:R:1
Cr -0.1917 0.3179 0.0204 0.388
O 0.5243 -0.3021 2.5162 -0.149
C 0.4027 -1.7292 2.4988 -0.262
C -0.9880 -2.1000 2.9850 -0.160
C -2.0935 -1.3391 2.2429 -0.145
C -2.2697 -1.8051 0.8292 -0.271
C -3.2175 -2.7808 0.5258 -0.022
C -3.3813 -3.2010 -0.7775 -0.061
C -2.5863 -2.6480 -1.7663 -0.072
C -1.6426 -1.7152 -1.3923 -0.247
N -1.4916 -1.2920 -0.1297 -0.048
H 1.2965 -0.0918 1.9507 -0.010
H 1.1548 -2.1761 3.1576 0.120
H 0.5725 -2.1194 1.4866 0.073
H -1.0882 -1.9012 4.0553 0.110
H -1.1167 -3.1765 2.8339 0.120
H -1.8608 -0.2736 2.2449 0.084
H -3.0444 -1.4606 2.7655 0.114
H -3.8138 -3.1951 1.3282 0.110
H -4.1152 -3.9598 -1.0205 0.104
H -2.6628 -2.9472 -2.8012 0.107
H -0.9504 -1.3057 -2.1163 0.081
C 4.3883 -1.6962 0.3126 -0.177
C 2.9591 -1.8032 -0.2094 -0.752
S 2.1649 -0.2056 -0.2213 0.589
C 2.4183 -2.9732 -0.6094 -0.857
C 3.2490 -4.2417 -0.4981 -0.171
S 0.7940 -3.2285 -1.2178 0.476
H 4.6463 -0.6555 0.5050 0.031
H 5.1193 -2.0843 -0.4011 0.059
H 4.5290 -2.2444 1.2510 0.067
H 4.3229 -4.0685 -0.4579 0.044
H 3.0282 -4.8895 -1.3467 0.043
H 2.9667 -4.7966 0.4033 0.067
F -1.9520 6.4312 0.0733 0.110
C -2.1453 5.0923 0.0615 -0.608
F -2.8632 4.8125 1.1557 0.130
F -2.9287 4.8404 -0.9959 0.130
C -0.8378 4.3432 0.0097 -0.120
C 0.3540 5.0333 -0.0529 -0.009
C 1.5631 4.3497 -0.1098 -0.052
C 1.5252 2.9714 -0.0911 -0.132
N 0.3773 2.2982 -0.0234 -0.106
C -0.8157 2.9306 0.0169 -0.672
S -2.1638 1.8470 0.0680 0.672
H 0.3404 6.1138 -0.0574 0.117
H 2.5087 4.8680 -0.1638 0.100
H 2.4186 2.3588 -0.1307 0.058
```

***

Record 3
Molecular formula: C18H20FN3O3S
Method: DFT, the ωB97M-V functional and the def2-TZVPD basis

Its spin multiplicity is 1. As for the orbital gap: 8.78 eV. The energy above the lowest of the compared OMol25 structures with the same formula, charge and spin is 23.4 kcal per mole. Its LUMO energy is -0.06 eV. The structure (SMILES) is C=CCNC(=O)c1c(CSc2ccc(F)cc2)noc1C(=O)NCCC. The largest force on an atom is 1.3 eV/Å.

Geometry as XYZ:
```
46
Properties=species:S:1:pos:R:3:lowdin_charge:R:1
C -0.4048 -3.2872 -2.1983 0.015
C 0.8058 -3.5324 -1.7359 -0.148
C 1.6370 -2.6044 -0.8993 -0.177
N 1.0240 -1.3211 -0.6570 0.094
C 1.5141 -0.2006 -1.2007 -0.433
O 2.5490 -0.1528 -1.8482 0.056
C 0.7286 1.0390 -0.9434 0.015
C 1.2395 2.3675 -1.1369 -0.296
C 2.6287 2.7654 -1.4333 -0.362
S 3.5132 3.1006 0.1474 0.936
C 3.4544 1.4455 0.8172 -0.550
C 4.3933 0.5083 0.4164 -0.091
C 4.3173 -0.7860 0.8943 -0.002
C 3.2970 -1.1110 1.7701 -0.284
F 3.2091 -2.3783 2.2281 0.055
C 2.3600 -0.1852 2.1910 -0.006
C 2.4464 1.1075 1.7068 -0.099
N 0.3005 3.2514 -0.9325 0.137
O -0.8293 2.5905 -0.6158 0.009
C -0.5923 1.2605 -0.6118 -0.086
C -1.7367 0.3868 -0.2590 -0.391
O -1.6051 -0.8001 0.0030 0.056
N -2.9170 1.0226 -0.2617 0.086
C -4.1560 0.3862 0.1218 -0.183
C -4.7231 0.9859 1.4087 -0.244
C -6.0341 0.3136 1.7938 -0.111
H -0.9356 -4.0111 -2.7923 0.052
H -0.9223 -2.3638 -2.0018 0.041
H 1.2948 -4.4747 -1.9449 0.097
H 1.8471 -3.0904 0.0614 0.119
H 2.5909 -2.4157 -1.4040 0.123
H 0.0991 -1.3183 -0.2310 0.099
H 2.6579 3.7079 -1.9748 0.084
H 3.1566 1.9721 -1.9592 0.075
H 5.1699 0.7902 -0.2766 0.116
H 5.0276 -1.5384 0.5913 0.124
H 1.5804 -0.4797 2.8755 0.122
H 1.7341 1.8571 2.0175 0.113
H -2.9350 2.0152 -0.4440 0.147
H -4.8799 0.4975 -0.6920 0.129
H -3.9388 -0.6751 0.2606 0.124
H -4.8869 2.0569 1.2664 0.108
H -3.9943 0.8603 2.2116 0.113
H -6.4268 0.7474 2.7094 0.071
H -5.8835 -0.7510 1.9542 0.075
H -6.7748 0.4414 1.0078 0.072
```

***

Record 4
Molecular formula: C18H20HgN3O4
Method: DFT, the ωB97M-V functional and the def2-TZVPD basis

Its spin multiplicity is 2. As for the orbital gap (alpha / beta): 7.59 / 7.09 eV. Its LUMO energy (alpha / beta) is -0.07 / -0.56 eV. The largest force on an atom is 0.5 eV/Å.

Geometry as XYZ:
```
46
Properties=species:S:1:pos:R:3:lowdin_charge:R:1
Hg -1.5001 0.4131 2.1105 0.516
C -4.8775 -1.3778 -0.0161 -0.018
C -3.5722 -0.8840 -0.5665 -0.359
N -2.4868 -1.5464 -0.5752 0.049
O -2.6351 -2.8160 -0.0066 -0.067
C -3.4878 0.4693 -1.1862 -0.295
C -3.6888 0.6732 -2.6623 -0.008
N -3.2548 1.4622 -0.4235 -0.055
O -3.1430 2.6616 -0.6609 0.012
H -4.7117 -1.8783 0.9368 0.079
H -5.3231 -2.1105 -0.6925 0.089
H -5.5715 -0.5517 0.1195 0.082
H -1.7290 -3.1471 0.0066 0.089
H -3.7066 -0.2855 -3.1747 0.081
H -2.8745 1.2785 -3.0638 0.086
H -4.6232 1.2047 -2.8571 0.087
C 2.1831 1.6682 2.2620 -0.065
O 2.6755 0.5756 1.5046 -0.095
C 2.1398 -0.6422 1.7422 -0.260
C 1.3861 -0.9637 2.8650 -0.098
C 0.9265 -2.2583 3.0566 -0.103
C 1.2185 -3.2480 2.1308 -0.095
C 1.9482 -2.9210 0.9995 -0.026
C 2.3896 -1.6258 0.7847 -0.179
N 3.1359 -1.3588 -0.3865 0.120
C 3.2126 -0.2820 -1.1834 -0.017
C 2.4272 0.8401 -1.2905 -0.136
C 2.9281 1.9120 -2.1117 -0.057
C 2.2723 3.0856 -2.2235 -0.099
C 1.0353 3.2682 -1.5156 -0.069
C 0.4914 2.2861 -0.7645 -0.021
C 1.1213 0.9792 -0.6441 -0.381
O 0.5718 0.0371 -0.0626 -0.092
H 2.6238 2.5588 1.8223 0.101
H 2.4821 1.5912 3.3101 0.095
H 1.0937 1.7276 2.1908 0.036
H 1.1535 -0.2012 3.5935 0.084
H 0.3410 -2.4878 3.9367 0.105
H 0.8706 -4.2615 2.2781 0.100
H 2.1532 -3.6726 0.2451 0.114
H 3.7331 -2.1230 -0.6598 0.149
H 4.0659 -0.3368 -1.8536 0.134
H 3.8724 1.7649 -2.6256 0.108
H 2.6714 3.8860 -2.8308 0.095
H 0.5182 4.2168 -1.6017 0.105
H -0.4563 2.4200 -0.2563 0.078
```

***

Record 5
Molecular formula: C18H20IIrN2O5PS2
Method: DFT, the ωB97M-V functional and the def2-TZVPD basis

Its spin multiplicity is 1. As for the orbital gap: 6.98 eV. The charge is -1. The energy above the lowest of the compared OMol25 structures with the same formula, charge and spin is 75.5 kcal per mole. Its LUMO energy is 2.36 eV. The largest force on an atom is 0.5 eV/Å.

Geometry as XYZ:
```
50
Properties=species:S:1:pos:R:3:lowdin_charge:R:1
Ir -0.3354 0.4419 0.5948 0.491
O 2.9141 2.4500 3.0990 0.062
C 3.8247 2.5670 2.1181 -0.265
C 5.0034 3.2545 2.4208 -0.026
C 5.9850 3.4194 1.4660 -0.105
C 5.8154 2.9031 0.1840 -0.110
C 4.6527 2.2216 -0.1181 -0.037
C 3.6450 2.0377 0.8288 -0.072
C 2.4019 1.3034 0.4725 -0.489
O 1.5076 1.1602 1.3905 -0.296
N 2.3006 0.8313 -0.7347 0.044
N 1.0883 0.1680 -0.9759 -0.182
C 1.2002 -0.5799 -2.0119 -0.080
C 0.2560 -1.4837 -2.6597 -0.128
C 0.8146 -2.6067 -3.2745 -0.044
C 0.0282 -3.5715 -3.8790 -0.101
C -1.3500 -3.4091 -3.8904 -0.088
C -1.9269 -2.2814 -3.3294 -0.038
C -1.1272 -1.3101 -2.7429 -0.322
O -1.6193 -0.1311 -2.2813 -0.553
H 2.1471 1.9559 2.7194 0.079
H 5.1141 3.6515 3.4214 0.110
H 6.8906 3.9575 1.7198 0.094
H 6.5818 3.0353 -0.5681 0.089
H 4.4882 1.8121 -1.1051 0.104
H 2.2009 -0.6046 -2.4380 0.124
H 1.8904 -2.7300 -3.2447 0.110
H 0.4845 -4.4429 -4.3296 0.094
H -1.9831 -4.1572 -4.3510 0.099
H -2.9983 -2.1394 -3.3467 0.087
C -4.6094 2.4519 0.8156 -0.095
C -3.6976 1.5813 1.6518 -0.345
O -3.6987 0.2420 1.1261 -0.400
P -2.3678 -0.4029 0.4482 0.168
S -3.1202 -0.1063 -1.5598 0.756
S -1.0839 -0.2604 2.5422 0.146
O -2.7208 -1.9683 0.5092 -0.380
C -2.9870 -2.7214 1.6960 -0.333
C -1.8655 -3.7061 1.9430 -0.093
H -4.6386 3.4593 1.2353 0.076
H -5.6245 2.0528 0.7918 0.072
H -4.2252 2.5160 -0.2023 0.044
H -4.0365 1.5043 2.6868 0.114
H -2.6849 1.9837 1.6547 0.020
H -3.9326 -3.2385 1.5130 0.114
H -3.1129 -2.0423 2.5389 0.068
H -1.7379 -4.3598 1.0794 0.074
H -2.0949 -4.3205 2.8164 0.073
H -0.9322 -3.1741 2.1206 0.047
I -0.7237 2.7866 -0.5611 0.222
```